Entry from the Open Molecules 2025 dataset: a molecular structure, C35H22F9N5NiO4P in a non-equilibrium geometry (ωB97M-V/def2-TZVPD).

Atoms and positions in Å:
Ni 0.54055 0.68066 1.34152
N 0.03397 0.48963 5.47707
C 0.00249 -0.25800 4.39702
N 0.17348 0.54006 3.33065
C 0.32907 1.81144 3.86627
N 0.33643 1.81197 5.19680
C 0.62687 2.91237 2.98454
C 0.74273 4.19615 3.43885
N 0.80894 5.22440 2.60985
C 0.82733 4.98130 1.30792
C 0.88592 3.69799 0.82829
N 0.88152 2.62447 1.66436
H -0.11127 0.18222 6.45505
H -0.27867 -1.27668 4.43315
H 0.68152 4.51318 4.47066
H 0.89184 5.83518 0.63000
H 1.01221 3.53773 -0.22637
O 1.97580 -0.20501 0.09999
C 2.81587 -0.74935 -0.66469
O 2.61569 -1.31464 -1.77334
C 4.25500 -0.79078 -0.26975
C 4.68352 -0.16163 0.90271
C 6.05320 -0.10954 1.22897
C 6.96336 -0.67251 0.35463
O 8.31433 -0.65875 0.45759
C 8.77495 -1.08679 -0.85981
O 7.69691 -1.65693 -1.56287
C 6.55557 -1.29962 -0.83768
C 5.21692 -1.42610 -1.15218
H 3.97482 0.28292 1.58722
H 6.41828 0.27758 2.17592
H 9.59661 -1.78798 -0.65550
H 9.18703 -0.17877 -1.32787
H 4.78986 -2.03966 -1.96425
F -7.40181 -1.17247 2.17721
C -6.94746 0.06491 1.72551
F -7.66472 0.37566 0.59264
F -7.31044 0.93252 2.67899
C -5.53604 0.08763 1.41263
C -5.16286 -0.31169 0.15327
C -3.83232 -0.35974 -0.21400
C -2.78799 -0.06506 0.68719
C -3.22776 0.27739 1.96995
C -4.55384 0.32946 2.33868
P -1.09565 -0.20287 0.11270
C -1.01322 -1.86091 -0.60728
C -0.73955 -2.95664 0.20496
C -0.88023 -4.24671 -0.26385
C -1.44596 -4.45674 -1.51167
C -1.67210 -3.40511 -2.35311
C -1.49880 -2.09653 -1.91185
C -1.74590 -5.83525 -1.92421
F -1.67878 -6.79014 -0.98968
F -3.00914 -5.86419 -2.45539
F -0.90212 -6.28139 -2.97826
C -1.12536 0.86755 -1.33548
C -2.08570 1.85402 -1.55482
C -2.13095 2.54342 -2.75166
C -1.18122 2.32155 -3.72028
C -0.14061 1.43988 -3.43756
C -0.14222 0.69567 -2.29481
C -1.29781 2.97758 -5.03384
F -2.24629 2.35687 -5.80602
F -0.10107 2.85274 -5.74996
F -1.62596 4.28779 -5.02052
H -5.92063 -0.59671 -0.55349
H -3.69118 -0.57367 -1.30377
H -2.51808 0.49022 2.78150
H -4.86434 0.45895 3.38146
H -0.37914 -2.83888 1.21950
H -0.58247 -5.06116 0.36766
H -1.99393 -3.58814 -3.34856
H -1.73478 -1.28403 -2.60879
H -2.82479 2.08595 -0.80422
H -2.89486 3.26512 -2.93877
H 0.66165 1.38806 -4.15875
H 0.65378 -0.03139 -2.11799

Energy above the lowest of the compared OMol25 structures with the same formula, charge and spin ... 197.6 kJ/mol
Gap between HOMO and LUMO (alpha / beta) ... 5.2 / 4.7 eV
2S+1 ... 3
HOMO level (alpha / beta) ... -9.90 / -9.89 eV
Expectation value of S² ... 2.0079
Charge ... +1
Energy ... -127076.2615 eV